No. 1
Entry from the Open Molecules 2025 dataset: a 2-piece molecular cluster, C11H18N4O4PS overall (ωB97M-V/def2-TZVPD).

```
39
Properties=species:S:1:pos:R:3
O 1.600 -0.903 1.434
P 1.959 -0.147 0.058
O 1.135 -0.822 -1.325
O 3.672 -0.422 -0.191
C 1.709 1.726 0.315
N 0.283 2.214 0.230
C -0.887 1.504 -0.413
C -1.651 2.011 -1.811
C -2.893 1.148 -2.464
C -3.456 -0.249 -1.802
C -2.753 -0.757 -0.395
C -1.521 0.110 0.249
C 0.009 3.461 0.805
N 1.030 4.343 1.549
C 0.153 5.504 1.973
N -1.278 5.384 1.492
N -1.334 4.170 0.803
H 0.890 -0.057 -1.938
H 4.130 0.441 0.033
H 2.233 1.998 1.352
H 2.363 2.271 -0.523
H -1.288 2.998 -2.328
H -3.406 1.494 -3.474
H -4.336 -0.871 -2.285
H -3.146 -1.752 0.085
H -1.023 -0.283 1.254
H 0.509 6.420 2.608
H -2.095 6.020 1.631
H -2.251 3.865 0.356
C 1.240 -6.440 0.279
S 0.157 -5.021 0.570
O -0.713 -4.861 -0.642
C 1.460 -3.769 0.473
H 0.629 -7.345 0.259
H 1.753 -6.328 -0.679
H 1.970 -6.514 1.088
H 1.959 -3.824 -0.497
H 2.182 -3.933 1.277
H 1.004 -2.784 0.592
```

Kohn-Sham gap   6.000 eV
Net charge   +1
Energy relative to the best compared isomer or geometry (same formula, charge and spin)   11.6462 eV
HOMO level   -10.23 eV
Multiplicity   1

=====

No. 2
Entry from the Open Molecules 2025 dataset: C44H38GeN4OP2RhSe2 as an isolated structure (ωB97M-V/def2-TZVPD).

```
93
Properties=species:S:1:pos:R:3
Rh 0.788 0.519 -0.082
O -1.285 0.908 0.163
C -2.687 0.487 0.206
C -3.016 -0.970 0.424
C -4.372 -1.260 0.519
C -4.775 -2.561 0.749
C -3.808 -3.546 0.885
C -2.487 -3.178 0.774
N -2.087 -1.911 0.543
H -1.328 1.889 0.185
H -3.153 0.816 -0.720
H -3.144 1.033 1.026
H -5.103 -0.463 0.417
H -5.828 -2.803 0.827
H -4.076 -4.579 1.071
H -1.705 -3.924 0.866
Se 7.606 1.257 -0.017
P 6.602 -0.674 0.294
C 6.885 -1.313 1.934
C 8.169 -1.758 2.266
C 8.425 -2.198 3.553
C 7.415 -2.173 4.510
C 6.148 -1.703 4.186
C 5.876 -1.267 2.897
C 7.046 -1.823 -0.991
C 6.814 -1.429 -2.313
C 7.153 -2.292 -3.340
C 7.727 -3.529 -3.052
C 7.957 -3.914 -1.738
C 7.620 -3.061 -0.697
C 4.866 -0.177 0.164
C 3.608 -0.710 -0.035
N 2.750 0.367 0.083
N 3.461 1.472 0.334
N 4.710 1.166 0.374
P 2.843 -2.314 -0.323
Se 0.641 -1.828 -0.528
C 3.335 -2.984 -1.897
C 3.813 -4.289 -2.026
C 4.057 -4.793 -3.296
C 3.797 -4.016 -4.419
C 3.311 -2.718 -4.288
C 3.078 -2.197 -3.030
C 3.219 -3.408 1.026
C 4.533 -3.860 1.168
C 4.838 -4.735 2.194
C 3.844 -5.147 3.078
C 2.539 -4.691 2.937
C 2.218 -3.822 1.906
H 8.968 -1.744 1.530
H 9.416 -2.548 3.816
H 7.623 -2.506 5.520
H 5.370 -1.669 4.940
H 4.892 -0.885 2.657
H 6.403 -0.450 -2.533
H 6.987 -1.995 -4.369
H 8.021 -4.187 -3.862
H 8.414 -4.872 -1.520
H 7.825 -3.347 0.329
H 3.972 -4.913 -1.156
H 4.428 -5.805 -3.406
H 3.967 -4.429 -5.408
H 3.100 -2.125 -5.170
H 2.688 -1.188 -2.924
H 5.302 -3.544 0.471
H 5.850 -5.109 2.301
H 4.089 -5.837 3.877
H 1.771 -5.024 3.624
H 1.196 -3.478 1.786
Ge 1.009 3.025 -0.261
C 1.801 3.306 -2.009
C 1.285 2.717 -3.170
C 1.913 2.940 -4.390
C 3.063 3.719 -4.442
C 3.589 4.291 -3.284
C 2.967 4.081 -2.062
C -0.839 3.671 -0.210
C -1.785 3.407 -1.214
C -3.011 4.050 -1.173
C -3.302 4.932 -0.131
C -2.376 5.175 0.878
C -1.143 4.534 0.854
H 1.725 3.809 0.837
H 0.393 2.101 -3.138
H 1.501 2.515 -5.297
H 3.556 3.883 -5.392
H 4.479 4.904 -3.333
H 3.384 4.518 -1.161
H -1.553 2.748 -2.044
H -3.734 3.885 -1.963
H -4.257 5.442 -0.113
H -2.608 5.860 1.683
H -0.420 4.723 1.640
```

Kohn-Sham gap (spin up / spin down)   7.714 / 4.884 eV
Net charge   +3
Energy relative to the best compared isomer or geometry (same formula, charge and spin)   1.6509 eV
HOMO level (spin up / spin down)   -15.97 / -15.90 eV
Multiplicity   5

=====

No. 3
Entry from the Open Molecules 2025 dataset: C27H28N2SiTl as an isolated structure (ωB97M-V/def2-TZVPD).

```
59
Properties=species:S:1:pos:R:3
C 0.399 2.059 0.808
C -0.684 2.291 -0.086
C -1.897 2.041 0.601
H -0.605 2.624 -1.123
C -1.576 1.718 1.946
C -0.157 1.714 2.075
H 0.411 1.540 2.990
H 1.455 2.167 0.563
H -2.912 2.144 0.199
H -2.287 1.590 2.764
Tl -2.636 -1.135 1.065
C -1.764 -2.175 -2.033
H -1.680 -2.012 -0.955
H -1.628 -3.241 -2.203
H -2.748 -1.854 -2.430
Si -0.154 -0.338 -2.633
C 1.632 -0.373 -3.002
C 2.414 0.753 -2.657
H 1.907 1.672 -2.340
C 3.810 0.685 -2.743
H 4.405 1.573 -2.494
C 4.433 -0.498 -3.163
H 5.525 -0.535 -3.230
C 3.662 -1.620 -3.514
H 4.162 -2.531 -3.867
C 2.261 -1.557 -3.445
H 1.655 -2.421 -3.752
C -1.342 0.886 -3.285
C -0.878 1.824 -4.221
H 0.054 1.619 -4.760
C -1.592 3.012 -4.411
H -1.199 3.753 -5.103
C -2.785 3.255 -3.722
H -3.288 4.216 -3.821
C -3.308 2.258 -2.891
H -4.263 2.416 -2.389
C -2.607 1.067 -2.685
H -3.014 0.283 -2.034
H -0.162 -0.019 -1.186
H -0.763 -1.718 -2.829
N 0.589 -1.281 1.302
C 1.001 -1.667 2.578
C 2.217 -2.281 2.864
C 2.574 -2.523 4.207
C 1.748 -2.140 5.261
C 0.466 -1.573 5.010
C -0.430 -1.091 6.002
C -1.660 -0.579 5.620
C -2.007 -0.567 4.262
N -1.163 -0.968 3.304
C 0.068 -1.433 3.644
H 0.077 -0.391 1.294
H 1.295 -1.317 0.569
H 2.899 -2.522 2.051
H 3.524 -3.009 4.426
H 2.054 -2.271 6.302
H -0.131 -1.120 7.051
H -2.391 -0.190 6.328
H -2.983 -0.206 3.919
```

Kohn-Sham gap   4.135 eV
Net charge   +1
HOMO level   -9.02 eV
Multiplicity   1

=====

No. 4
Entry from the Open Molecules 2025 dataset: the molecule C29H29N3O4 (ωB97M-V/def2-TZVPD).

```
65
Properties=species:S:1:pos:R:3
C -1.293 1.104 3.074
C -2.082 0.854 1.791
C -1.813 1.971 0.777
C -3.582 0.761 2.089
N -1.615 -0.418 1.242
C -1.971 -0.922 0.053
O -2.764 -0.429 -0.724
C -1.211 -2.217 -0.307
C -1.677 -3.433 0.452
C -2.783 -3.421 1.290
C -3.152 -4.594 1.930
C -2.404 -5.737 1.703
N -1.359 -5.764 0.892
C -1.012 -4.647 0.287
N 0.235 -2.020 -0.167
C 0.844 -2.292 1.030
O 0.222 -2.491 2.064
C 2.306 -2.410 0.956
C 3.156 -2.664 -0.096
C 4.441 -2.803 0.464
C 4.281 -2.626 1.809
O 3.004 -2.395 2.110
C 0.799 -1.062 -1.045
C 1.367 0.091 -0.519
C 1.839 1.094 -1.343
C 1.729 0.966 -2.724
O 2.108 1.906 -3.627
C 2.596 3.145 -3.159
C 1.604 3.955 -2.357
C 0.238 3.734 -2.465
C -0.653 4.483 -1.718
C -0.190 5.474 -0.870
C 1.171 5.712 -0.770
C 2.064 4.952 -1.504
C 1.180 -0.204 -3.253
C 0.722 -1.207 -2.426
H -0.229 1.174 2.858
H -1.449 0.294 3.784
H -1.613 2.035 3.534
H -2.119 2.930 1.187
H -0.754 2.016 0.529
H -2.369 1.781 -0.135
H -3.946 1.705 2.485
H -4.121 0.532 1.174
H -3.774 -0.022 2.819
H -1.051 -1.005 1.847
H -1.405 -2.387 -1.374
H -3.351 -2.515 1.439
H -4.003 -4.615 2.593
H -2.647 -6.674 2.185
H -0.150 -4.718 -0.367
H 2.892 -2.745 -1.130
H 5.352 -3.010 -0.057
H 4.985 -2.642 2.618
H 1.427 0.211 0.553
H 2.256 1.982 -0.896
H 2.857 3.689 -4.074
H 3.519 2.998 -2.579
H -0.129 2.967 -3.130
H -1.712 4.292 -1.801
H -0.885 6.062 -0.290
H 1.540 6.488 -0.116
H 3.127 5.130 -1.415
H 1.111 -0.296 -4.326
H 0.295 -2.101 -2.854
```

SMILES   CC(C)(C)NC(=O)[C@H](c1cccnc1)N(C(=O)c1ccco1)c1ccc(OCc2ccccc2)cc1
Kohn-Sham gap   8.733 eV
Energy relative to the best compared isomer or geometry (same formula, charge and spin)   0.5370 eV
HOMO level   -8.29 eV
Multiplicity   1

=====

No. 5
Entry from the Open Molecules 2025 dataset: a 2-piece molecular cluster, C49H52F4N3O overall (ωB97M-V/def2-TZVPD).

```
109
Properties=species:S:1:pos:R:3
C -3.215 3.898 3.270
O -1.957 3.359 3.739
C -1.276 2.488 2.948
C -1.683 2.099 1.651
C -0.845 1.309 0.883
C 0.462 0.978 1.325
C 1.379 0.288 0.456
N 2.751 0.524 0.461
C 3.481 1.624 1.026
C 4.610 1.340 1.821
C 5.127 -0.081 2.066
C 4.988 -0.464 3.536
C 6.565 -0.260 1.584
C 5.256 2.399 2.459
C 4.822 3.709 2.271
C 3.762 3.987 1.413
C 3.091 2.959 0.752
C 2.045 3.335 -0.310
C 2.683 3.717 -1.642
C 1.119 4.452 0.166
N 3.395 -0.365 -0.336
N 2.415 -1.059 -0.952
C 2.754 -2.107 -1.887
C 3.237 -3.338 -1.402
C 3.368 -3.584 0.101
C 4.575 -4.446 0.473
C 2.095 -4.191 0.680
C 3.532 -4.342 -2.322
C 3.376 -4.111 -3.690
C 2.957 -2.869 -4.160
C 2.640 -1.849 -3.263
C 2.218 -0.474 -3.792
C 0.906 -0.544 -4.566
C 3.314 0.168 -4.645
C 1.134 -0.709 -0.475
C -0.047 -1.289 -0.896
C 0.826 1.325 2.662
C -0.043 2.011 3.471
H -3.606 4.452 4.125
H -3.052 4.576 2.417
H -3.912 3.095 2.983
H -2.642 2.432 1.245
H -1.179 0.974 -0.099
H 4.503 -0.746 1.465
H 3.954 -0.328 3.876
H 5.263 -1.515 3.683
H 5.640 0.163 4.159
H 6.648 0.005 0.524
H 7.254 0.370 2.160
H 6.866 -1.308 1.699
H 6.105 2.180 3.113
H 5.326 4.525 2.787
H 3.454 5.022 1.240
H 1.427 2.449 -0.477
H 3.310 2.905 -2.030
H 1.899 3.931 -2.378
H 3.307 4.614 -1.526
H 0.731 4.249 1.171
H 1.646 5.416 0.175
H 0.265 4.536 -0.517
H 3.517 -2.589 0.542
H 5.495 -4.039 0.040
H 4.687 -4.462 1.564
H 4.446 -5.480 0.126
H 1.224 -3.563 0.464
H 1.916 -5.184 0.244
H 2.186 -4.302 1.768
H 3.885 -5.314 -1.965
H 3.614 -4.905 -4.400
H 2.876 -2.677 -5.234
H 2.058 0.153 -2.911
H 0.111 -0.949 -3.930
H 0.610 0.459 -4.900
H 1.014 -1.187 -5.450
H 4.246 0.246 -4.074
H 3.505 -0.432 -5.545
H 3.007 1.175 -4.952
H 0.006 -2.125 -1.575
H -0.956 -0.943 -0.437
H 1.802 1.022 3.045
H 0.201 2.258 4.503
F -5.696 1.525 -4.363
C -5.349 1.875 -3.078
C -4.655 3.070 -2.888
C -4.364 3.409 -1.565
F -3.664 4.576 -1.336
C -4.732 2.628 -0.480
C -5.368 1.367 -0.701
C -5.625 0.466 0.379
C -6.506 -0.613 0.306
C -6.968 -1.305 1.423
C -7.797 -2.467 1.389
C -8.188 -3.108 2.603
C -8.929 -4.277 2.558
F -9.278 -4.891 3.742
C -9.359 -4.866 1.364
C -8.990 -4.213 0.188
F -9.408 -4.757 -1.009
C -8.241 -3.042 0.160
C -5.712 1.025 -2.041
H -4.366 3.702 -3.721
H -4.542 2.968 0.540
H -5.159 0.701 1.345
H -6.844 -0.941 -0.683
H -6.685 -0.938 2.415
H -7.881 -2.676 3.556
H -9.951 -5.777 1.355
H -7.987 -2.578 -0.791
H -6.233 0.094 -2.256
```

Kohn-Sham gap   1.939 eV
Net charge   +1
HOMO level   -8.01 eV
Multiplicity   1

=====

No. 6
Entry from the Open Molecules 2025 dataset: a 2-piece molecular cluster, C4H13NO overall (ωB97M-V/def2-TZVPD).

```
19
Properties=species:S:1:pos:R:3
C 0.830 0.227 -0.166
C -0.660 0.559 0.088
C -1.468 -0.785 0.211
C -1.357 1.649 -0.813
N -0.523 2.988 -0.685
H 1.267 1.159 -0.346
H 1.284 -0.280 0.791
H 0.852 -0.600 -0.843
H -0.835 0.975 1.088
H -2.389 -0.438 0.830
H -0.748 -1.623 0.531
H -1.895 -1.222 -0.717
H -1.453 1.241 -1.827
H -2.387 1.773 -0.310
H -1.063 3.562 -0.041
H 0.206 2.867 -0.025
O 3.118 -4.286 0.817
H 3.413 -3.887 -0.008
H 3.806 -3.879 1.424
```

SMILES   CC(C)CN.O
Kohn-Sham gap   10.407 eV
Energy relative to the best compared isomer or geometry (same formula, charge and spin)   1.8737 eV
HOMO level   -9.69 eV
Multiplicity   1

=====

| no. | total energy (Eh) | largest force on an atom (hartree/bohr) |
| --- | --- | --- |
| 1 | -1688.81621 | 0.150 |
| 2 | -9665.78047 | 0.045 |
| 3 | -1616.76133 | 0.087 |
| 4 | -1587.72999 | 0.019 |
| 5 | -2536.98007 | 0.056 |
| 6 | -290.12808 | 0.073 |